# 1
{
  "formula": "C2H4BrNO",
  "method": "ωB97M-V/def2-TZVPD",
  "gap_ev": 10.85,
  "e_homo_ha": -0.376,
  "smiles": "CNC(=O)Br",
  "species": ["H", "C", "N", "O", "H", "H", "H", "Br", "C"],
  "positions_angstrom": [[-0.17, 0.65, 1.15], [2.05, 0.65, 0.00], [1.06, -0.17, -0.41], [2.16, 1.31, 0.95], [0.15, -1.16, 1.15], [-0.95, -0.63, -0.11], [1.24, -1.13, -0.77], [3.71, 0.39, -1.22], [-0.07, -0.31, 0.51]],
  "mulliken_charge": [0.295, 0.580, -0.281, -0.391, 0.296, 0.251, 0.299, -0.288, -0.762]
}

---

# 2
{
  "formula": "C2H4BrNO2",
  "method": "ωB97M-V/def2-TZVPD",
  "gap_ev": 7.97,
  "e_homo_ha": -0.283,
  "species": ["C", "O", "C", "H", "N", "O", "H", "H", "H", "Br"],
  "positions_angstrom": [[-0.51, 0.52, 1.08], [1.16, -1.59, -0.87], [2.07, -1.27, -0.23], [-1.72, 1.00, -0.82], [-1.39, 0.15, -0.26], [3.06, -1.04, 0.27], [-1.00, 1.39, 1.70], [-1.91, -0.69, -0.13], [-0.75, -0.07, -1.00], [0.98, 1.59, 0.24]],
  "mulliken_charge": [-0.490, -0.430, 0.755, 0.358, -0.413, -0.326, 0.202, 0.347, 0.288, -0.290]
}

---

# 3
{
  "formula": "C2H4BrNO2",
  "method": "ωB97M-V/def2-TZVPD",
  "gap_ev": 10.07,
  "e_homo_ha": -0.354,
  "smiles": "N[C@H](Br)C(=O)O",
  "species": ["C", "H", "N", "C", "H", "O", "Br", "O", "H", "H"],
  "positions_angstrom": [[0.27, 0.52, 0.36], [-0.33, 0.84, -1.41], [-0.68, 1.03, -0.49], [0.36, -1.31, 0.39], [-1.05, 1.97, -0.42], [1.14, -1.90, 1.02], [2.21, 1.09, 0.07], [-0.68, -1.82, -0.25], [0.21, 0.86, 1.34], [-1.45, -1.29, -0.62]],
  "mulliken_charge": [-0.243, 0.277, -0.539, 0.592, 0.229, -0.430, -0.179, -0.495, 0.415, 0.373]
}

---

# 4
{
  "formula": "C2H4BrNS",
  "method": "ωB97M-V/def2-TZVPD",
  "gap_ev": [6.93, 6.95],
  "e_homo_ha": [-0.327, -0.325],
  "species": ["N", "H", "H", "Br", "H", "C", "S", "H", "C"],
  "positions_angstrom": [[-0.02, -0.33, 0.36], [1.24, 0.09, -1.15], [-0.04, -1.30, 0.58], [-1.67, 1.80, -0.02], [2.09, 0.08, 0.16], [1.06, 0.45, -0.21], [-2.44, -2.45, -0.20], [1.04, 1.60, -0.09], [-1.25, 0.06, 0.56]],
  "mulliken_charge": [-0.033, 0.395, 0.322, -0.136, 0.295, -0.881, -0.147, 0.291, -0.105]
}

---

# 5
{
  "formula": "C2H4BrP",
  "method": "ωB97M-V/def2-TZVPD",
  "gap_ev": 9.54,
  "e_homo_ha": -0.342,
  "species": ["Br", "H", "H", "P", "H", "C", "H", "C"],
  "positions_angstrom": [[1.44, 0.56, 2.64], [-0.28, 1.65, -1.09], [-1.42, -0.93, 0.93], [-0.71, 1.52, 0.30], [-0.58, -0.80, -0.60], [-0.64, -0.42, 0.41], [1.81, 0.63, -0.04], [0.56, 0.34, 0.87]],
  "mulliken_charge": [-0.119, 0.030, 0.309, 0.011, 0.215, -0.600, 0.241, -0.087]
}

---

# 6
{
  "formula": "C2H4BrP",
  "method": "ωB97M-V/def2-TZVPD",
  "gap_ev": 9.94,
  "e_homo_ha": -0.353,
  "smiles": "C#C.PBr",
  "species": ["Br", "H", "C", "H", "H", "P", "C", "H"],
  "positions_angstrom": [[2.24, -0.64, 0.50], [3.06, 2.06, 0.47], [-1.54, -1.35, -0.13], [1.08, 2.02, 0.58], [-3.51, -0.68, -1.01], [1.97, 1.40, -0.25], [-2.58, -1.09, -0.65], [-0.72, -1.71, 0.48]],
  "mulliken_charge": [-0.119, 0.077, -0.390, 0.076, 0.351, -0.033, -0.298, 0.336]
}

---

# 7
{
  "formula": "C2H4Cl2I2MoO",
  "method": "ωB97M-V/def2-TZVPD",
  "gap_ev": [8.29, 8.11],
  "charge": 2,
  "e_homo_ha": [-0.660, -0.667],
  "spin_multiplicity": 3,
  "species": ["I", "Cl", "H", "Cl", "C", "H", "C", "I", "Mo", "H", "H", "O"],
  "positions_angstrom": [[-0.74, 0.72, 2.05], [0.54, -2.01, 0.53], [-2.35, 2.77, 1.80], [1.10, -1.69, -2.18], [-1.29, 2.68, 1.62], [-0.67, 3.34, 2.21], [1.20, -2.93, -0.91], [-0.87, 2.91, -0.42], [0.09, 0.24, -0.71], [0.54, -3.77, -1.11], [2.23, -3.20, -0.69], [0.22, 0.94, -2.19]],
  "mulliken_charge": [0.470, -0.119, 0.406, -0.082, -0.768, 0.406, -0.059, 0.467, 1.093, 0.365, 0.365, -0.545]
}

---

# 8
{
  "formula": "C2H4Cl2N2",
  "method": "ωB97M-V/def2-TZVPD",
  "gap_ev": 9.60,
  "e_homo_ha": -0.335,
  "species": ["N", "Cl", "H", "H", "H", "C", "H", "Cl", "C", "N"],
  "positions_angstrom": [[-1.36, 0.49, -0.76], [-2.34, 1.10, 1.61], [-2.34, 0.76, -1.09], [-0.26, -1.49, 0.84], [0.69, 0.40, -0.98], [0.16, 0.02, 0.85], [2.12, -0.03, 0.11], [0.46, 0.40, 2.43], [-1.19, 0.56, 0.42], [1.12, 0.35, -0.08]],
  "mulliken_charge": [-0.517, -0.167, 0.286, 0.203, 0.231, 0.364, 0.251, -0.180, 0.031, -0.504]
}

---

# 9
{
  "formula": "C2H4Cl2OS",
  "method": "ωB97M-V/def2-TZVPD",
  "gap_ev": [7.44, 8.07],
  "e_homo_ha": [-0.293, -0.303],
  "species": ["C", "H", "H", "H", "H", "Cl", "S", "Cl", "C", "O"],
  "positions_angstrom": [[-1.06, -0.18, 0.24], [-0.84, 1.77, 0.59], [-0.74, 0.84, 1.97], [0.71, 0.98, 0.94], [1.78, 0.26, -1.45], [-1.05, -0.29, -1.41], [1.43, -0.90, -2.00], [-1.32, -1.77, 0.95], [-0.46, 0.95, 0.97], [1.56, -1.66, -0.81]],
  "mulliken_charge": [0.332, 0.362, 0.335, 0.220, 0.142, -0.128, 0.183, -0.159, -0.878, -0.409]
}

---

# 10
{
  "formula": "C2H4Cl3OP",
  "method": "ωB97M-V/def2-TZVPD",
  "gap_ev": [7.41, 7.92],
  "e_homo_ha": [-0.311, -0.317],
  "species": ["H", "Cl", "C", "O", "H", "Cl", "Cl", "H", "P", "C", "H"],
  "positions_angstrom": [[-2.68, 1.17, 0.20], [1.35, 1.53, 0.44], [0.09, -0.72, 0.60], [-0.33, -1.92, 0.22], [-0.01, -0.53, 1.67], [1.02, -0.17, -1.84], [2.75, -0.99, 0.35], [-1.40, 2.56, -0.16], [-1.77, 1.27, -0.71], [1.17, -0.16, -0.06], [-0.20, -2.03, -0.71]],
  "mulliken_charge": [0.015, -0.097, -0.357, -0.383, 0.363, -0.117, -0.154, 0.033, 0.043, 0.323, 0.329]
}

---

# 11
{
  "formula": "C2H4Cl4",
  "method": "ωB97M-V/def2-TZVPD",
  "gap_ev": 11.63,
  "e_homo_ha": -0.402,
  "smiles": "ClCCl.ClCCl",
  "species": ["H", "Cl", "Cl", "C", "H", "Cl", "C", "H", "Cl", "H"],
  "positions_angstrom": [[3.43, 4.69, 6.96], [3.75, 3.63, 4.34], [1.30, 4.22, 2.77], [2.21, 2.95, 3.62], [2.54, 5.18, 8.32], [1.25, 3.75, 6.86], [2.43, 5.02, 7.25], [1.57, 2.54, 4.40], [2.10, 6.57, 6.47], [2.48, 2.19, 2.90]],
  "mulliken_charge": [0.205, -0.151, -0.130, -0.227, 0.326, -0.139, -0.262, 0.194, -0.129, 0.313]
}

---

# 12
{
  "formula": "C2H4ClFO2",
  "method": "ωB97M-V/def2-TZVPD",
  "gap_ev": 11.26,
  "e_homo_ha": -0.399,
  "smiles": "CO[C@](O)(F)Cl",
  "species": ["O", "H", "Cl", "H", "O", "C", "C", "H", "F", "H"],
  "positions_angstrom": [[0.66, 0.22, 0.57], [1.40, -2.36, -0.50], [3.14, 0.78, -0.28], [-0.65, 1.88, 0.02], [1.50, -1.45, -0.85], [0.46, 1.63, 0.20], [1.67, -0.57, 0.17], [0.99, 1.85, -0.76], [2.09, -1.34, 1.18], [0.90, 2.31, 0.96]],
  "mulliken_charge": [-0.332, 0.342, -0.311, 0.227, -0.462, -0.620, 0.754, 0.344, -0.234, 0.291]
}

---

# 13
{
  "formula": "C2H4ClI",
  "method": "ωB97M-V/def2-TZVPD",
  "gap_ev": 9.98,
  "e_homo_ha": -0.347,
  "smiles": "C=CCl.I",
  "species": ["C", "H", "I", "H", "Cl", "H", "H", "C"],
  "positions_angstrom": [[0.01, 0.27, 0.02], [-0.55, 1.03, 0.56], [-3.37, -1.65, 0.80], [-3.37, -2.66, -0.46], [0.21, -0.43, 2.55], [0.25, 0.22, -0.99], [0.52, -1.77, 0.53], [0.25, -0.77, 0.84]],
  "mulliken_charge": [-0.567, 0.228, -0.094, 0.097, -0.170, 0.285, 0.354, -0.133]
}

---

# 14
{
  "formula": "C2H4ClIN2",
  "method": "ωB97M-V/def2-TZVPD",
  "gap_ev": 9.76,
  "e_homo_ha": -0.348,
  "species": ["N", "H", "I", "N", "C", "H", "Cl", "H", "H", "C"],
  "positions_angstrom": [[-0.97, 1.18, 0.68], [0.64, 0.58, -0.61], [4.42, -0.43, 0.21], [-2.13, 0.40, 0.43], [-0.28, 0.37, -0.10], [-1.84, -0.29, -1.57], [-1.43, -2.22, -0.01], [5.56, 0.77, 0.22], [-2.59, 0.13, 1.24], [-1.38, -0.48, -0.48]],
  "mulliken_charge": [-0.398, 0.330, -0.103, -0.188, -0.146, 0.256, -0.184, 0.103, 0.238, 0.091]
}

---

# 15
{
  "formula": "C2H4ClN",
  "method": "ωB97M-V/def2-TZVPD",
  "gap_ev": 9.33,
  "e_homo_ha": -0.366,
  "species": ["Cl", "H", "H", "C", "C", "N", "H", "H"],
  "positions_angstrom": [[-0.09, -2.37, -1.14], [0.05, 0.60, 1.80], [1.66, 0.07, -1.75], [-0.55, 0.47, 0.76], [0.82, -0.15, -1.12], [0.46, 0.53, -0.21], [-1.17, 1.28, 0.70], [-1.18, -0.44, 0.95]],
  "mulliken_charge": [-0.435, 0.243, 0.388, -0.615, -0.022, -0.149, 0.308, 0.282]
}

---

# 16
{
  "formula": "C2H4ClN",
  "method": "ωB97M-V/def2-TZVPD",
  "gap_ev": [8.24, 7.86],
  "e_homo_ha": [-0.273, -0.261],
  "species": ["H", "H", "C", "C", "H", "H", "N", "Cl"],
  "positions_angstrom": [[1.59, -1.60, -0.15], [-1.29, -0.77, 0.38], [-0.90, 0.23, 0.12], [1.64, -0.56, -0.06], [0.93, 1.19, -0.49], [-1.70, 0.89, -0.34], [0.53, 0.23, -0.20], [3.22, 0.08, 0.02]],
  "mulliken_charge": [0.396, 0.208, -0.507, -0.166, 0.198, 0.228, -0.169, -0.187]
}

---

# 17
{
  "formula": "C2H4ClN",
  "method": "ωB97M-V/def2-TZVPD",
  "gap_ev": 8.64,
  "e_homo_ha": -0.344,
  "species": ["H", "H", "Cl", "H", "C", "H", "C", "N"],
  "positions_angstrom": [[0.07, 1.30, 0.70], [-1.39, -2.23, -0.06], [-2.92, 0.17, -0.32], [0.73, 1.05, -0.98], [-0.48, -0.58, 0.11], [1.33, 0.10, 0.49], [0.46, 0.52, 0.02], [-0.53, -1.76, 0.17]],
  "mulliken_charge": [0.283, 0.361, -0.554, 0.294, 0.342, 0.305, -0.735, -0.296]
}

---

# 18
{
  "formula": "C2H4ClN2P",
  "method": "ωB97M-V/def2-TZVPD",
  "gap_ev": 8.30,
  "e_homo_ha": -0.342,
  "smiles": "[H]/N=P(/Cl)=N\\C=C",
  "species": ["N", "Cl", "C", "H", "C", "H", "H", "H", "P", "N"],
  "positions_angstrom": [[0.60, 0.77, -1.11], [2.97, 0.18, 0.50], [-0.39, 0.96, -0.34], [-1.73, -0.59, -0.17], [-1.21, 0.06, 0.37], [-1.63, 0.38, 1.38], [-0.75, 2.09, -0.36], [0.03, -2.00, 0.03], [1.57, -0.61, -0.73], [0.55, -1.23, 0.43]],
  "mulliken_charge": [-0.462, -0.199, 0.150, 0.296, -0.363, 0.256, 0.293, 0.296, 0.277, -0.543]
}

---

# 19
{
  "formula": "C2H4ClN2S2",
  "method": "ωB97M-V/def2-TZVPD",
  "gap_ev": [7.41, 5.96],
  "charge": 1,
  "e_homo_ha": [-0.513, -0.504],
  "smiles": "C/C(=N\\SCl)[NH+]=S",
  "species": ["S", "C", "H", "S", "H", "H", "N", "N", "Cl", "H", "C"],
  "positions_angstrom": [[1.32, -1.11, -3.22], [0.28, 0.33, 0.37], [-0.12, -0.66, 0.45], [0.80, 3.45, -0.39], [-0.04, -0.80, -1.62], [1.13, 0.38, 1.04], [0.97, 2.15, -1.14], [0.66, -0.15, -2.01], [-0.02, 3.33, 1.49], [-0.47, 0.84, 1.03], [0.68, 0.89, -1.00]],
  "mulliken_charge": [0.158, -1.216, 0.318, 0.414, 0.350, 0.422, -0.223, -0.309, -0.073, 0.326, 0.832]
}

---

# 20
{
  "formula": "C2H4ClNO",
  "method": "ωB97M-V/def2-TZVPD",
  "gap_ev": 9.03,
  "e_homo_ha": -0.362,
  "smiles": "O=NCl.C=C",
  "species": ["H", "O", "N", "Cl", "C", "H", "C", "H", "H"],
  "positions_angstrom": [[-1.67, -0.57, 2.03], [1.20, 0.77, 0.22], [0.24, 0.08, 0.06], [0.79, -1.58, -0.04], [-0.63, 1.29, 1.97], [0.25, 1.04, 2.39], [-1.59, 0.45, 1.75], [-2.45, 1.04, 1.36], [-0.66, 2.29, 1.60]],
  "mulliken_charge": [0.291, -0.259, 0.312, -0.112, -0.718, 0.415, -0.366, 0.204, 0.233]
}

---

The records above give, respectively, relative energy (zero: lowest compared OMol25 entry of this formula, charge and spin) values of 14.8 52.6 16.1 102.4 75.1 48.6 11.0 51.0 75.6 132.9 2.7 22.6 25.0 26.1 47.6 71.1 37.2 61.9 51.7 110.9 kcal per mole.